# 1
Density functional theory data (wB97M-V/def2-TZVPD) for C4H6N2O2 in the gas phase.

Last column: natural (NBO) charge in e.
Cartesian coordinates (Å):
C1 1.1457 -1.0550 2.1595  -0.2567
O1 -0.1551 -0.9986 1.4815  -0.5102
C2 -0.2785 -0.2556 0.3199  0.4141
C3 -1.4975 0.0834 -0.1948  -0.2048
N1 -1.2367 0.6434 -1.4712  -0.6090
C4 0.1547 0.6623 -1.5791  0.6434
O2 0.7534 1.2583 -2.5818  -0.6402
N2 0.7487 0.1033 -0.5443  -0.5348
H1 1.2170 -2.0043 2.6979  0.1938
H2 1.9583 -0.9981 1.3913  0.2041
H3 1.1927 -0.2054 2.8381  0.1798
H4 -2.4284 0.0744 0.2707  0.2147
H5 -1.7243 1.5294 -1.4008  0.4077
H6 0.1499 1.1627 -3.3868  0.4981

Values from the calculation:
structure (SMILES)	COc1c[nH]c(O)n1
calculated total energy	-11319.14586	eV
highest occupied orbital energy	-7.93	eV
ΔE to the lowest compared entry with this formula, charge and spin	182.9	kJ/mol
orbital gap	8.49	eV

***

# 2
Density functional theory data (wB97M-V/def2-TZVPD) for a 2-piece molecular cluster, C5H6O overall.

Last column: natural (NBO) charge in e.
Cartesian coordinates (Å):
C1 -1.6093 1.6595 0.4595  -0.3769
C2 -0.6970 2.6743 0.2188  0.1848
C3 -0.3806 0.9951 0.0920  0.2586
C4 0.0207 -1.5855 0.1979  -0.0640
C5 1.3369 -2.2560 -0.1533  -0.7997
O1 0.4806 2.0418 0.5400  -0.4816
H1 -2.7293 1.6889 0.4403  0.2595
H2 -0.7380 3.5361 -0.5560  0.2074
H3 -0.7248 -1.4217 -0.6373  0.1081
H4 1.5872 -2.2339 -1.2215  0.1965
H5 1.3428 -3.3846 0.1997  0.2658
H6 2.1107 -1.7142 0.4199  0.2416

Values from the calculation:
calculated total energy	-7319.90979	eV
highest occupied orbital energy (spin up / spin down)	-7.87 / -7.72	eV
ΔE to the lowest compared entry with this formula, charge and spin	904.5	kJ/mol
orbital gap (spin up / spin down)	7.78 / 7.74	eV

***

# 3
Density functional theory data (wB97M-V/def2-TZVPD) for a 2-piece molecular cluster, C6H14Si overall.

Last column: natural (NBO) charge in e.
Cartesian coordinates (Å):
C1 3.3333 -0.4758 0.0715  -0.5500
C2 2.9020 0.5791 -0.5282  -0.1427
C3 -0.0490 -2.0204 -0.1856  -0.6165
C4 -1.9037 0.9608 -1.3971  -1.1647
C5 -0.6820 1.8915 1.4428  -1.0937
C6 -0.8784 -1.0797 0.6647  -0.8983
Si1 -0.5986 0.6769 -0.0475  1.3641
H1 4.3397 -0.8632 0.3542  0.2169
H2 2.6171 -1.2292 0.5416  0.2028
H3 3.2980 1.6231 -0.8913  0.2057
H4 0.9572 -1.7385 0.0412  0.2056
H5 -0.0385 -3.0634 0.1352  0.2034
H6 -0.3023 -2.0788 -1.2986  0.2022
H7 -2.9821 0.9641 -1.1367  0.2459
H8 -1.8570 2.0016 -1.9072  0.2436
H9 -1.6043 0.1590 -2.0970  0.2386
H10 0.1602 1.9218 2.0164  0.2315
H11 -0.8537 2.9024 1.0305  0.2281
H12 -1.4826 1.6189 2.0347  0.2246
H13 -0.3404 -1.0824 1.6478  0.2208
H14 -1.9374 -1.3623 0.9569  0.2321

Values from the calculation:
calculated total energy	-14321.40558	eV
highest occupied orbital energy (spin up / spin down)	-8.55 / -7.20	eV
ΔE to the lowest compared entry with this formula, charge and spin	498.4	kJ/mol
orbital gap (spin up / spin down)	8.42 / 7.23	eV

***

# 4
Density functional theory data (wB97M-V/def2-TZVPD) for C2H4N2S2 in the gas phase.

Last column: natural (NBO) charge in e.
Cartesian coordinates (Å):
N1 -0.6429 -1.4668 -1.7921  -0.6808
N2 -0.3709 -0.0208 -1.9312  -0.2144
C1 0.0305 0.7457 -0.9357  -0.0715
C2 0.1856 0.4453 0.3717  -0.3328
S1 -0.0222 1.6584 1.4195  0.0688
S2 0.5059 -1.2753 0.7398  0.0508
H1 -1.3362 -1.5002 -0.9219  0.3613
H2 -1.4555 -1.5465 -2.5913  0.3911
H3 0.2812 1.7785 -0.9570  0.2317
H4 0.5701 -1.5947 -0.6310  0.1958

Values from the calculation:
structure (SMILES)	N/N=C\C(=S)S
calculated total energy	-26785.95748	eV
highest occupied orbital energy	-9.17	eV
ΔE to the lowest compared entry with this formula, charge and spin	391.5	kJ/mol
orbital gap	7.90	eV

***

# 5
Density functional theory data (wB97M-V/def2-TZVPD) for C3H9AgCl2NO7P as an isolated structure.

Last column: Löwdin spin population.
Cartesian coordinates (Å):
Ag1 2.0310 -2.0714 1.5163  0.2397
Cl1 3.2112 -4.4846 2.4395  0.5313
Cl2 2.3248 -0.7339 3.8223  0.2055
N1 1.0870 -3.0243 -1.1268  0.0002
O1 0.4187 -3.1104 -0.1065  0.0089
O2 2.2236 -2.4634 -1.0563  0.0037
O3 0.6352 -3.5376 -2.1243  0.0022
C1 0.0125 2.5673 2.2787  0.0000
O4 -0.9490 1.6978 1.6894  0.0000
P1 -0.6446 0.8499 0.3406  0.0005
O5 0.3348 -0.2535 0.4939  0.0073
O6 -2.1783 0.4145 -0.1457  0.0004
C2 -2.3997 -0.5417 -1.0978  0.0000
O7 -0.1512 2.0529 -0.6793  0.0003
C3 0.1550 1.7519 -2.0177  0.0000
H1 -0.3646 2.7672 3.2817  0.0000
H2 0.1082 3.4154 1.6007  0.0000
H3 0.9843 2.0769 2.3361  0.0001
H4 -2.9828 -0.0981 -1.9049  0.0000
H5 -3.0881 -1.3105 -0.7470  0.0000
H6 -1.4990 -0.9858 -1.5217  0.0000
H7 -0.3531 2.4531 -2.6797  0.0000
H8 -0.1384 0.7597 -2.3606  0.0000
H9 1.2224 1.8084 -2.2313  0.0000

Values from the calculation:
calculated total energy	-57412.67185	eV
highest occupied orbital energy (spin up / spin down)	-5.84 / -5.79	eV
expectation value of S²	0.76
multiplicity	2
charge	-1
orbital gap (spin up / spin down)	8.57 / 5.12	eV

***

# 6
Density functional theory data (wB97M-V/def2-TZVPD) for a 2-piece molecular cluster, C9H14 overall.

Last column: natural (NBO) charge in e.
Cartesian coordinates (Å):
C1 -3.0884 -1.4903 -0.3688  -0.6274
C2 -1.9783 -0.6289 0.1308  -0.0256
C3 -1.7266 -0.4506 1.4881  -0.2283
C4 -0.9260 0.6401 1.8784  -0.1982
C5 -0.5912 1.5829 0.9086  -0.2250
C6 -0.6402 1.3101 -0.4459  -0.2165
C7 -1.2636 0.1108 -0.8029  -0.2051
H1 -4.0730 -1.1004 -0.0654  0.2238
H2 -3.1404 -2.4975 0.0595  0.2156
H3 -3.0387 -1.6260 -1.4457  0.2144
H4 -1.8736 -1.1041 2.3456  0.2201
H5 -0.6004 0.6986 2.9091  0.2124
H6 -0.1426 2.4878 1.3293  0.2082
H7 -0.1232 1.9317 -1.1705  0.2231
H8 -1.3368 -0.1040 -1.8627  0.2089
C8 2.5545 -0.5347 -0.4820  -0.6211
C9 3.4540 0.6396 -0.7412  -0.6251
H9 2.2481 -0.7975 0.5387  0.2146
H10 1.5596 -0.3618 -0.8493  0.2077
H11 3.0736 -1.3601 -0.9982  0.2064
H12 4.4729 0.3166 -0.3765  0.1952
H13 3.7632 0.7528 -1.7770  0.2093
H14 3.4170 1.5850 -0.2021  0.2127

Values from the calculation:
structure (SMILES)	Cc1ccccc1.CC
calculated total energy	-9558.87420	eV
highest occupied orbital energy	-8.91	eV
ΔE to the lowest compared entry with this formula, charge and spin	126.1	kJ/mol
orbital gap	9.92	eV